Entry one
Entry from the Open Molecules 2025 dataset: the molecule C5H6O2 (ωB97M-V/def2-TZVPD).

As for the HOMO-LUMO gap: 9.03 eV. The highest occupied orbital energy is -8.806 eV.

Structure (ORCA input):
```
! RIJCOSX wB97M-V def2-TZVPD def2/J DEFGRID3
* xyz 0 1
O 0.628 -2.175 0.876
C 0.275 -1.121 0.400
C -0.021 -1.026 -1.100
O 0.061 0.339 -1.527
C 1.074 0.958 -0.963
C -0.908 0.963 1.126
C 0.115 0.112 1.234
H -1.036 -1.370 -1.323
H 0.698 -1.644 -1.643
H 0.879 2.030 -1.200
H -1.668 0.848 0.358
H -1.016 1.809 1.796
H 0.875 0.235 1.998
*
```

***

Entry two
Entry from the Open Molecules 2025 dataset: the molecule C5H6O2 (ωB97M-V/def2-TZVPD).

As for the HOMO-LUMO gap: 8.33 eV. The highest occupied orbital energy is -7.655 eV. Its SMILES is Cc1ccc(O)o1.

Structure (ORCA input):
```
! RIJCOSX wB97M-V def2-TZVPD def2/J DEFGRID3
* xyz 0 1
C -2.008 -0.667 0.032
C -0.634 -0.087 -0.227
C -0.293 1.200 -0.036
C 1.051 1.173 -0.086
C 1.519 -0.113 0.035
H -2.301 -1.285 -0.750
H -1.776 -1.277 0.912
H -2.754 0.159 0.464
H -0.783 2.129 0.129
H 1.848 1.822 -0.108
H 2.904 -1.491 -0.333
O 2.772 -0.563 0.086
O 0.455 -1.000 -0.118
*
```

***

Entry three
Entry from the Open Molecules 2025 dataset: the molecule C5H6O2 (ωB97M-V/def2-TZVPD).

As for the HOMO-LUMO gap: 8.85 eV. The highest occupied orbital energy is -8.216 eV. Its SMILES is OC1=C2C[C@@H]2OC1.

Structure (ORCA input):
```
! RIJCOSX wB97M-V def2-TZVPD def2/J DEFGRID3
* xyz 0 1
O 0.800 2.071 0.623
C 0.435 0.925 0.049
C 1.479 -0.134 -0.234
O 0.717 -1.269 -0.616
C -0.637 -0.872 -0.723
C -1.487 -0.666 0.488
C -0.818 0.503 -0.218
H 2.006 -0.337 0.713
H 2.236 0.114 -0.991
H -1.098 -1.160 -1.667
H -1.043 -0.964 1.437
H -2.567 -0.790 0.438
H -0.024 2.579 0.701
*
```

***

Entry four
Entry from the Open Molecules 2025 dataset: the molecule C5H6O2 (ωB97M-V/def2-TZVPD).

As for the HOMO-LUMO gap: 10.65 eV. The highest occupied orbital energy is -9.947 eV. Its SMILES is C#C[C@H](C=O)CO.

Structure (ORCA input):
```
! RIJCOSX wB97M-V def2-TZVPD def2/J DEFGRID3
* xyz 0 1
O -2.119 0.014 0.615
C -1.028 -0.788 0.238
C 0.029 0.001 -0.600
C -0.076 1.488 -0.239
O 0.018 1.879 0.898
C 1.386 -0.471 -0.318
C 2.505 -0.830 -0.054
H -1.796 0.606 1.308
H -0.536 -1.232 1.110
H -1.433 -1.600 -0.369
H -0.171 -0.114 -1.673
H -0.282 2.189 -1.073
H 3.503 -1.142 0.157
*
```

***

If we sort the structures by their calculated energies, the order from most to least stable is entry two, entry four, entry three, entry one.

***

Entry one
Entry from the Open Molecules 2025 dataset: the molecule C5H6O2 (ωB97M-V/def2-TZVPD).

As for the HOMO-LUMO gap: 10.60 eV. The highest occupied orbital energy is -9.947 eV. Its SMILES is O=CCC#CCO.

Structure (ORCA input):
```
! RIJCOSX wB97M-V def2-TZVPD def2/J DEFGRID3
* xyz 0 1
O -1.610 1.764 1.901
C -1.048 0.486 1.823
C -1.112 -0.181 0.515
C -0.507 -0.735 -0.373
C 0.748 -1.099 -1.010
C 1.201 -0.175 -2.103
O 2.045 -0.466 -2.907
H -1.410 2.216 1.075
H -1.478 -0.103 2.629
H 0.042 0.517 2.021
H 0.872 -2.134 -1.304
H 1.476 -0.932 -0.195
H 0.782 0.843 -2.072
*
```

***

Entry two
Entry from the Open Molecules 2025 dataset: the molecule C5H6O2 (ωB97M-V/def2-TZVPD).

As for the HOMO-LUMO gap: 10.14 eV. The highest occupied orbital energy is -10.239 eV.

Structure (ORCA input):
```
! RIJCOSX wB97M-V def2-TZVPD def2/J DEFGRID3
* xyz 0 1
C 1.354 -0.962 -0.610
C 0.440 -0.350 0.439
O 1.217 0.461 1.275
C -0.601 0.298 -0.417
O -1.645 1.491 1.108
C -1.161 0.417 -1.550
C -1.924 1.014 0.025
H 2.119 -1.549 -0.112
H 1.824 -0.157 -1.186
H 0.776 -1.591 -1.294
H -0.090 -1.130 1.010
H 0.623 1.045 1.763
H -2.932 1.013 -0.451
*
```

***

If we sort the structures by their calculated energies, the order from most to least stable is entry one, entry two.

***

Entry one
Entry from the Open Molecules 2025 dataset: the molecule C4H2N4 (ωB97M-V/def2-TZVPD).

As for the HOMO-LUMO gap: 7.68 eV. The highest occupied orbital energy is -9.399 eV. Its SMILES is C#Cc1cnnnn1.

Structure (ORCA input):
```
! RIJCOSX wB97M-V def2-TZVPD def2/J DEFGRID3
* xyz 0 1
C -2.003 -1.066 -1.222
C -1.396 -0.018 -0.464
C -0.243 0.543 0.050
C 0.978 -0.045 -0.485
H -2.806 -1.825 -1.872
H 0.980 -0.725 -1.399
N 2.003 0.236 0.388
N 1.949 0.498 1.743
N 0.767 1.138 2.061
N -0.230 1.263 1.200
*
```

***

Entry two
Entry from the Open Molecules 2025 dataset: the molecule C4H2N4 (ωB97M-V/def2-TZVPD).

As for the HOMO-LUMO gap: 8.98 eV. The highest occupied orbital energy is -11.349 eV. Its SMILES is [H]/N=C1\N=CC(C#N)=N1.

Structure (ORCA input):
```
! RIJCOSX wB97M-V def2-TZVPD def2/J DEFGRID3
* xyz 0 1
C -1.543 -0.186 0.138
C 0.154 1.181 -0.166
C 0.652 -0.271 -0.125
C 2.238 -0.314 -0.077
H -3.287 0.450 0.564
H 0.504 2.259 -0.550
N -2.814 -0.636 0.097
N -1.126 1.127 0.084
N -0.390 -1.074 -0.273
N 3.441 -0.156 0.287
*
```

***

If we sort the structures by their calculated energies, the order from most to least stable is entry two, entry one.